No. 1
Below is C18H26InO28S6 as an isolated structure at a distorted geometry, with properties calculated with ωB97M-V/def2-TZVPD.

Last column: Mulliken charge in e.
CARTESIAN COORDINATES (ANGSTROEM)
In (1.8651, -5.9119, 2.1317)  0.942
C (2.2584, -1.1196, 0.5083)  -0.271
C (1.8222, -2.4440, 0.8922)  0.040
C (0.3111, -2.6339, 1.2541)  0.215
O (-0.0453, -3.7342, 1.6161)  -0.577
C (-0.5558, -1.4985, 1.1353)  -0.170
C (-0.0675, -0.2187, 0.8280)  -0.037
C (1.3648, -0.0169, 0.4253)  0.693
O (1.8561, 1.0616, 0.1146)  -0.510
O (-0.8576, 0.7131, 0.9070)  -0.483
O (2.5128, -3.4391, 0.8498)  -0.687
H (3.3166, -1.0033, 0.3094)  0.785
H (-1.6058, -1.6761, 1.3475)  1.003
C (-0.8959, -0.1861, -2.4604)  -0.002
C (-2.3586, 0.2221, -2.0974)  0.344
O (-3.0054, 0.4521, -3.3398)  -0.375
S (-2.0278, 0.3085, -4.6278)  1.093
O (-1.4473, 1.5539, -5.0634)  -0.524
O (-2.7082, -0.5066, -5.5886)  -0.522
O (-0.9091, -0.5022, -3.8294)  -0.376
H (-0.5975, -1.0271, -1.8382)  0.187
H (-0.2585, 0.6989, -2.3878)  0.306
H (-2.2888, 1.1214, -1.4869)  -0.101
H (-2.9579, -0.5821, -1.6706)  0.074
C (-5.0373, 0.3355, 0.5820)  -0.138
C (-4.2727, 1.3246, 1.4593)  0.264
O (-4.4154, 0.7141, 2.7677)  -0.413
S (-4.1101, -0.8663, 2.5471)  1.015
O (-4.7852, -1.5747, 3.5841)  -0.588
O (-2.7405, -1.1344, 2.2578)  -0.480
O (-4.9519, -0.9537, 1.1831)  -0.319
H (-4.6683, 0.2753, -0.4470)  0.084
H (-6.0940, 0.5598, 0.4243)  0.342
H (-4.7781, 2.2825, 1.4359)  0.421
H (-3.2077, 1.3441, 1.2396)  -0.212
C (-0.0296, 3.7209, 0.4115)  0.030
C (-0.4756, 3.3791, -0.9950)  1.053
O (-1.6126, 4.2239, -1.2376)  -0.396
S (-2.0707, 4.9946, 0.1124)  1.000
O (-2.7935, 4.0715, 0.9499)  -0.463
O (-2.5800, 6.3037, -0.1769)  -0.571
O (-0.5705, 5.0271, 0.6561)  -0.462
H (1.0315, 3.8908, 0.5755)  0.118
H (-0.4550, 3.0977, 1.1988)  0.104
H (-0.7959, 2.3520, -1.1648)  -1.037
H (0.3056, 3.5046, -1.7463)  0.408
C (4.1035, 2.0484, 2.4573)  -0.152
C (2.8743, 2.8080, 2.9089)  0.232
O (3.1322, 4.1993, 2.6598)  -0.358
S (4.6173, 4.3871, 1.9336)  1.141
O (5.5851, 4.4882, 2.9935)  -0.528
O (4.5927, 5.2640, 0.8095)  -0.519
O (4.5126, 2.8794, 1.3670)  -0.266
H (3.9252, 1.0305, 2.1215)  -0.025
H (4.9736, 2.0795, 3.1169)  0.395
H (2.7097, 2.8461, 3.9911)  0.381
H (1.9111, 2.4587, 2.5320)  -0.257
C (-4.5248, -4.4901, 0.9792)  0.408
C (-4.0167, -4.4733, -0.4592)  -0.113
O (-3.2653, -5.6645, -0.7156)  -0.353
S (-2.8829, -6.4395, 0.6636)  1.005
O (-1.4924, -6.3215, 0.9307)  -0.429
O (-3.4631, -7.7514, 0.7238)  -0.544
O (-3.6562, -5.4208, 1.6604)  -0.320
H (-5.5074, -4.8831, 1.2426)  0.328
H (-4.4205, -3.4967, 1.4123)  -0.411
H (-3.3235, -3.6294, -0.5146)  0.120
H (-4.7353, -4.4845, -1.2759)  0.332
C (5.1819, 0.4609, -2.0238)  0.186
C (5.1613, -1.0553, -1.7062)  -0.355
O (6.2181, -1.5481, -2.4976)  -0.373
S (7.2426, -0.4408, -3.0513)  1.038
O (7.0749, -0.3105, -4.4696)  -0.514
O (8.5470, -0.6316, -2.5091)  -0.498
O (6.4950, 0.8035, -2.2766)  -0.311
H (4.7446, 0.9046, -1.1243)  -0.081
H (4.5874, 0.7002, -2.9110)  0.360
H (4.1518, -1.4571, -1.8486)  0.312
H (5.3335, -1.3640, -0.6668)  0.362

Properties
strongest force on any atom: 3.91 eV Å⁻¹
HOMO level: -13.36 eV
Kohn-Sham gap: 4.465 eV
E_LUMO: -8.89 eV
ΔE to the lowest compared entry with this formula, charge and spin: 84.7 kcal/mol
E: -5386.83943 Eh
net charge: +1

***

No. 2
Below is C18H26N2O7P2PdSTe as an isolated structure, with properties calculated with ωB97M-V/def2-TZVPD.

Last column: natural (NBO) charge in e.
CARTESIAN COORDINATES (ANGSTROEM)
Pd (0.7274, -1.7952, 1.4053)  1.251
C (-0.2578, -2.3224, 4.3100)  -0.254
C (1.2591, -2.3372, 4.3020)  -0.253
N (1.7837, -1.4390, 3.2537)  -0.533
C (1.8437, 0.0137, 3.5315)  -0.260
C (0.5126, 0.7586, 3.4256)  -0.541
S (-0.5085, 0.2989, 1.9815)  0.363
C (-2.0168, -0.4253, 2.7062)  -0.547
C (-2.0599, -1.9486, 2.6194)  -0.248
N (-0.7504, -2.5429, 2.9374)  -0.597
H (-0.6392, -1.3706, 4.6709)  0.205
H (-0.6358, -3.0900, 4.9882)  0.247
H (1.6284, -3.3377, 4.0729)  0.241
H (1.6587, -2.0501, 5.2778)  0.238
H (2.6971, -1.7688, 2.9475)  0.444
H (2.5531, 0.4350, 2.8208)  0.247
H (2.2498, 0.1652, 4.5360)  0.239
H (0.7288, 1.8187, 3.2987)  0.274
H (-0.1068, 0.6681, 4.3155)  0.240
H (-2.8515, -0.0004, 2.1506)  0.274
H (-2.0947, -0.0521, 3.7263)  0.244
H (-2.3143, -2.2635, 1.6068)  0.233
H (-2.8411, -2.3242, 3.2872)  0.236
H (-0.7517, -3.5340, 2.7061)  0.433
O (3.8100, -1.4595, -1.3961)  -0.966
P (2.2588, -1.2870, -1.2515)  2.585
O (1.6927, -0.6989, -2.4763)  -1.099
O (1.9061, -0.5943, 0.0848)  -1.155
O (1.6524, -2.8249, -1.1317)  -1.088
P (1.7898, -3.7693, 0.1451)  2.528
O (2.4034, -5.1163, -0.2908)  -0.956
O (0.3782, -3.8575, 0.7591)  -0.982
O (2.6731, -3.0427, 1.1472)  -1.020
H (4.2881, -1.7156, -0.5965)  0.529
H (1.9300, -5.6958, -0.9042)  0.554
Te (-0.4357, 0.5914, -2.0711)  1.245
C (-0.3105, 1.0622, -4.0820)  -0.347
C (0.6774, 1.9369, -4.5170)  -0.157
C (0.7093, 2.2813, -5.8590)  -0.202
C (-0.2354, 1.7605, -6.7358)  -0.164
C (-1.2123, 0.8873, -6.2842)  -0.188
C (-1.2550, 0.5229, -4.9439)  -0.228
C (-1.2494, 2.4231, -1.4570)  -0.374
C (-0.4624, 3.4278, -0.9053)  -0.179
C (-1.0602, 4.6189, -0.5165)  -0.211
C (-2.4285, 4.7953, -0.6730)  -0.181
C (-3.2078, 3.7852, -1.2195)  -0.176
C (-2.6217, 2.5893, -1.6141)  -0.244
H (1.4199, 2.3367, -3.8384)  0.217
H (1.4721, 2.9573, -6.2202)  0.237
H (-0.2028, 2.0327, -7.7819)  0.238
H (-1.9409, 0.4800, -6.9717)  0.238
H (-2.0083, -0.1727, -4.5958)  0.224
H (0.6078, 3.3016, -0.7927)  0.213
H (-0.4554, 5.4144, -0.1022)  0.234
H (-2.8881, 5.7285, -0.3772)  0.238
H (-4.2716, 3.9305, -1.3508)  0.236
H (-3.2371, 1.8147, -2.0577)  0.224

Properties
strongest force on any atom: 0.74 eV Å⁻¹
HOMO level (alpha / beta): -13.96 / -14.06 eV
⟨S²⟩: 6.018
Kohn-Sham gap (alpha / beta): 9.051 / 4.769 eV
E_LUMO (alpha / beta): -4.91 / -9.29 eV
ΔE to the lowest compared entry with this formula, charge and spin: 12.4 kcal/mol
2S+1: 5
E: -2814.09314 Eh
net charge: +2

***

No. 3
Below is C18H26N3O8P2Ti as an isolated structure at a distorted geometry, with properties calculated with ωB97M-V/def2-TZVPD.

Last column: natural (NBO) charge in e.
CARTESIAN COORDINATES (ANGSTROEM)
Ti (-0.7782, 0.3228, -0.3050)  1.563
P (-2.9647, 0.5377, -1.1288)  0.840
C (-2.5040, 1.2534, -2.7734)  -0.746
C (-1.0301, 1.2425, -3.1382)  0.281
N (-0.1118, 0.8678, -2.2164)  -0.576
C (1.2067, 0.7760, -2.5338)  0.240
C (1.6429, 1.1717, -3.7942)  -0.228
C (0.7320, 1.6875, -4.7110)  -0.087
C (-0.6188, 1.6990, -4.3814)  -0.217
C (2.1852, 0.4481, -1.4115)  -0.754
P (2.8808, -1.2327, -1.1204)  1.311
H (-1.3737, 2.0867, -5.0635)  0.256
H (2.7099, 1.1238, -4.0109)  0.244
H (1.0739, 2.0921, -5.6619)  0.262
H (3.0928, 1.0540, -1.5937)  0.292
H (1.7766, 0.7863, -0.4320)  0.267
H (-3.0682, 0.7189, -3.4942)  0.274
H (-2.8712, 2.2952, -2.7721)  0.281
H (-0.3203, -3.1789, -5.2285)  0.467
O (-0.7433, -3.6121, -4.5059)  -0.946
H (-1.6399, -3.8082, -4.8285)  0.480
H (1.9073, -2.2128, -0.7987)  0.089
O (0.0721, -1.3623, -0.1373)  -1.093
H (-0.3276, -2.1802, 0.2146)  0.518
C (3.8739, -1.8975, -2.4531)  -0.969
H (4.8389, -1.3757, -2.5211)  0.280
H (4.0532, -2.9615, -2.2373)  0.298
H (3.3286, -1.8168, -3.4020)  0.275
C (3.9129, -1.0282, 0.3434)  -0.973
H (3.4701, -1.5741, 1.1874)  0.310
H (4.9187, -1.4142, 0.1332)  0.286
H (3.9888, 0.0361, 0.6088)  0.270
C (-3.8754, 1.8601, -0.2876)  -0.926
H (-4.2189, 2.6024, -1.0187)  0.264
H (-4.7333, 1.4275, 0.2417)  0.276
H (-3.2249, 2.3505, 0.4532)  0.277
C (-4.1531, -0.7670, -1.5092)  -0.925
H (-4.6741, -1.0549, -0.5859)  0.274
H (-4.8822, -0.4286, -2.2581)  0.268
H (-3.6185, -1.6469, -1.8932)  0.265
O (-0.9998, 3.2018, 2.4775)  -0.504
C (-0.6277, 2.0590, 2.3023)  0.776
O (-0.5847, 1.4648, 1.0893)  -0.823
C (-0.2047, 1.1681, 3.4391)  -0.121
C (0.5400, -0.0081, 3.2517)  -0.148
C (0.7865, -0.8782, 4.3351)  0.012
C (0.2862, -0.5855, 5.6079)  -0.104
C (-0.4234, 0.6102, 5.7970)  0.029
C (-0.6373, 1.5078, 4.7269)  -0.095
N (-1.0009, 0.9029, 7.0797)  0.487
O (-0.8394, 0.0862, 8.0117)  -0.330
O (-1.6494, 1.9634, 7.2082)  -0.336
N (1.5274, -2.0907, 4.1023)  0.506
O (1.9888, -2.3006, 2.9517)  -0.431
O (1.6806, -2.8904, 5.0464)  -0.299
H (0.9391, -0.2724, 2.2767)  0.227
H (0.4419, -1.2732, 6.4333)  0.299
H (-1.1562, 2.4475, 4.8885)  0.287

Properties
strongest force on any atom: 3.83 eV Å⁻¹
HOMO level (alpha / beta): -14.89 / -15.09 eV
⟨S²⟩: 0.753
Kohn-Sham gap (alpha / beta): 8.172 / 8.413 eV
E_LUMO (alpha / beta): -6.72 / -6.67 eV
2S+1: 2
E: -2999.24229 Eh
net charge: +2

***

Number 1: molecular weight 997.6 Da. Number 2: molecular weight 710.4 Da. Number 3: molecular weight 522.2 Da.